No. 1
This record from the OMol25 dataset describes a 3-piece molecular cluster, C29H56N3O12P overall in a non-equilibrium geometry. The level of theory is ωB97M-V with the def2-TZVPD basis set.

For the HOMO energy, the calculation gives -8.907 eV. For the HOMO-LUMO gap, the calculation gives 9.395 eV. The SMILES is CC(=O)N(C)CCCCO[P@](=O)(OCCC(=O)Nc1ccccc1)OOCCNC[C@@H](C)O.COCCOC.COCCOC.

Each line ends with the Löwdin charge.
Element x y z (Å)
C -1.3299 1.4860 1.1029  -0.01
C -0.4872 1.3333 2.3527  -0.49
O -0.6641 2.0754 3.2658  0.13
N 0.5201 0.3138 2.4185  -0.12
C -0.0679 -0.9767 2.0579  -0.06
C 1.6148 0.7158 1.5161  -0.19
C 2.8615 -0.1614 1.6161  -0.16
C 4.1439 0.6351 1.3612  -0.17
C 4.4855 0.8928 -0.0798  -0.20
O 3.3925 1.5758 -0.7461  -0.14
P 3.5782 1.7404 -2.3034  0.40
O 4.9574 1.5853 -2.7631  -0.21
O 2.9322 3.1207 -2.6502  -0.14
C 2.6154 3.3324 -4.0337  -0.17
C 1.1072 3.5643 -4.2503  -0.06
C 0.2505 3.2641 -3.0494  -0.46
O 0.4099 2.3141 -2.3416  0.12
N -0.7937 4.1814 -2.8193  0.12
C -2.0050 3.5255 -2.3484  -0.24
C -2.3126 3.5067 -0.9956  -0.03
C -3.4610 2.8510 -0.5508  -0.10
C -4.2924 2.1993 -1.4602  -0.08
C -3.9816 2.2339 -2.8193  -0.07
C -2.8369 2.8907 -3.2711  -0.02
O 2.5986 0.6342 -2.9910  -0.16
O 3.1866 -0.6271 -2.6497  -0.11
C 2.1762 -1.3238 -1.9526  -0.18
C 2.6846 -2.6896 -1.5031  -0.17
N 1.9275 -3.7853 -2.1170  -0.05
C 2.6784 -4.5234 -3.1317  -0.18
C 2.4434 -4.0234 -4.5943  -0.43
C 2.4218 -5.1972 -5.5421  -0.06
O 1.2034 -3.3359 -4.6997  -0.04
H -1.5884 2.5350 1.0312  0.05
H -2.2468 0.9097 1.1842  0.10
H -0.8025 1.1907 0.2020  0.08
H -0.5080 -0.9520 1.0546  0.09
H -0.8280 -1.2266 2.7920  0.09
H 0.6826 -1.7596 2.0893  0.07
H 1.2707 0.7313 0.4762  0.10
H 1.8987 1.7251 1.7969  0.13
H 2.9282 -0.5190 2.6430  0.12
H 2.8232 -1.0396 0.9749  0.09
H 4.0641 1.5695 1.9160  0.12
H 4.9855 0.0976 1.7916  0.12
H 5.3641 1.5263 -0.1311  0.12
H 4.7247 -0.0368 -0.5835  0.12
H 2.9875 2.5380 -4.6697  0.12
H 3.1614 4.2185 -4.3369  0.13
H 0.9607 4.5741 -4.6183  0.11
H 0.7764 2.9056 -5.0512  0.13
H -1.0113 4.6484 -3.6914  0.12
H -1.6574 3.9907 -0.2901  0.12
H -3.7211 2.8139 0.4955  0.10
H -5.1719 1.6672 -1.1360  0.10
H -4.6090 1.7303 -3.5392  0.10
H -2.5943 2.9093 -4.3227  0.11
H 1.2911 -1.4824 -2.5653  0.12
H 1.8407 -0.7595 -1.0829  0.10
H 3.7631 -2.7932 -1.6411  0.12
H 2.4997 -2.7443 -0.4329  0.10
H 1.7291 -4.4508 -1.3841  0.09
H 3.7545 -4.5331 -2.9351  0.11
H 2.3445 -5.5591 -3.0949  0.11
H 3.2669 -3.3484 -4.8286  0.14
H 2.2141 -4.8484 -6.5487  0.08
H 3.3783 -5.7123 -5.5099  0.08
H 1.6200 -5.8636 -5.2382  0.08
H 1.4008 -2.3997 -4.7702  0.08
C 2.0656 -4.8118 2.2718  -0.12
O 2.5575 -3.9953 3.3197  -0.20
C 1.7864 -4.1080 4.5084  -0.21
C 2.4521 -5.0044 5.5276  -0.20
O 2.5126 -6.3516 5.0850  -0.19
C 3.7835 -6.7209 4.5805  -0.11
H 2.8266 -4.8505 1.4916  0.09
H 1.8625 -5.8302 2.6091  0.09
H 1.1578 -4.3664 1.8461  0.08
H 0.7776 -4.4664 4.2834  0.13
H 1.7024 -3.1007 4.9281  0.13
H 1.8572 -4.9922 6.4458  0.13
H 3.4523 -4.6316 5.7674  0.13
H 4.4966 -6.8570 5.4007  0.09
H 4.1738 -5.9768 3.8821  0.08
H 3.6678 -7.6684 4.0567  0.09
C -6.2037 4.6082 0.6665  -0.11
O -5.7779 3.9709 1.8591  -0.20
C -5.9642 4.7644 3.0213  -0.20
C -7.1956 4.3483 3.7946  -0.21
O -8.3868 4.6003 3.0657  -0.19
C -8.9217 3.4448 2.4463  -0.11
H -6.2411 3.8535 -0.1161  0.07
H -7.1941 5.0564 0.7727  0.09
H -5.4839 5.3797 0.3724  0.09
H -6.0197 5.8250 2.7593  0.13
H -5.0852 4.6181 3.6568  0.13
H -7.2486 4.9396 4.7140  0.13
H -7.1305 3.2926 4.0747  0.13
H -9.3990 2.7974 3.1899  0.09
H -8.1537 2.8789 1.9137  0.08
H -9.6754 3.7725 1.7321  0.09

=====

No. 2
This record from the OMol25 dataset describes a 8-piece molecular cluster, C29H57Cl13N2O2 overall in a non-equilibrium geometry. The level of theory is ωB97M-V with the def2-TZVPD basis set.

For the HOMO energy (spin up / spin down), the calculation gives -9.088 / -9.851 eV. The value obtained for the energy above the lowest of the compared OMol25 structures with the same formula, charge and spin is 6.3 kcal/mol. Its spin multiplicity is 3. For the HOMO-LUMO gap (spin up / spin down), the calculation gives 9.327 / 9.418 eV.

Each line ends with the Löwdin charge.
Element x y z (Å)
C -5.2551 1.9174 -5.2702  -0.06
C -4.7543 1.3748 -6.6660  -0.44
C -6.0233 1.7643 -7.5808  -0.11
C -5.6496 1.5615 -9.0829  -0.19
C -4.4088 2.4081 -9.3429  -0.19
C -3.2353 1.9262 -8.4913  -0.47
N -3.5202 2.0191 -7.0572  -0.04
O -2.4382 2.0961 -6.0726  -0.02
C -2.7265 0.5488 -9.0671  -0.01
C -2.1583 2.9717 -8.9512  -0.05
C -4.7600 -0.1960 -6.4585  -0.02
H -5.3749 3.0007 -5.2862  0.08
H -4.5408 1.5028 -4.5588  0.08
H -6.2312 1.6214 -4.8859  0.08
H -6.9878 1.2770 -7.4376  0.11
H -6.3759 2.7885 -7.4590  0.11
H -6.3372 2.0312 -9.7862  0.10
H -5.5309 0.5510 -9.4741  0.10
H -4.6848 3.4576 -9.2405  0.12
H -4.2136 2.4116 -10.4152  0.12
H -1.7822 0.2822 -8.5924  0.09
H -3.4566 -0.2518 -8.9482  0.06
H -2.5338 0.5534 -10.1399  0.09
H -1.1959 2.6247 -8.5753  0.07
H -2.0203 3.0786 -10.0272  0.09
H -2.3884 3.9135 -8.4530  0.09
H -3.7874 -0.6156 -6.2017  0.08
H -5.0184 -0.7768 -7.3439  0.06
H -5.5155 -0.4644 -5.7201  0.08
C 4.2183 3.0539 8.3148  -0.03
C 4.0212 3.9179 7.0377  -0.48
C 3.5510 2.9321 5.9007  -0.17
C 3.0688 3.6551 4.7317  -0.22
C 1.8673 4.4128 5.1794  -0.13
C 2.1358 5.5609 6.2798  -0.49
N 3.0399 4.9746 7.3354  0.00
O 3.4467 6.0001 8.3812  -0.05
C 2.6969 6.7264 5.5432  -0.05
C 0.7950 5.9403 6.8910  -0.04
C 5.3894 4.3470 6.5797  -0.05
H 3.4113 3.1346 9.0430  0.08
H 5.0095 3.4046 8.9775  0.07
H 4.4751 2.0170 8.0980  0.08
H 4.3737 2.2492 5.6889  0.12
H 2.6959 2.3350 6.2177  0.12
H 2.8412 2.9941 3.8955  0.12
H 3.8832 4.2893 4.3815  0.10
H 1.1415 3.6862 5.5444  0.12
H 1.3165 4.9886 4.4357  0.12
H 3.4754 6.4488 4.8326  0.08
H 1.9087 7.2180 4.9729  0.09
H 3.2325 7.4145 6.1973  0.09
H 0.9736 6.6482 7.7003  0.08
H 0.0739 6.2927 6.1535  0.09
H 0.2922 5.0820 7.3366  0.08
H 5.9401 3.4957 6.1797  0.09
H 6.0969 4.7609 7.2983  0.09
H 5.4031 4.9702 5.6856  0.08
Cl 3.2892 -6.6360 -6.3896  0.52
C 2.9637 -7.8732 -7.6316  -0.67
C 1.6104 -7.6571 -8.3234  -0.59
Cl 0.2174 -7.9999 -7.1452  0.47
H 3.1852 -8.7855 -7.0779  0.06
H 3.7114 -7.7702 -8.4180  0.07
H 1.6265 -8.3959 -9.1248  0.07
H 1.4815 -6.7060 -8.8399  0.07
Cl 2.6681 -8.8217 7.7325  0.48
C 3.9914 -7.6219 8.2000  -0.68
C 4.6294 -7.8197 9.5388  -0.54
Cl 5.8767 -6.3953 9.5595  0.47
H 3.5434 -6.6284 8.2205  0.06
H 4.7233 -7.6077 7.3924  0.06
H 5.0892 -8.8062 9.5982  0.08
H 4.0315 -7.6107 10.4259  0.07
Cl 5.5768 1.2350 -3.6165  0.57
C 6.2441 1.6673 -2.0570  -0.69
C 6.4739 3.2204 -2.0161  -0.64
Cl 7.6000 3.6598 -0.6972  0.53
H 7.2546 1.2690 -1.9655  0.05
H 5.6712 1.1654 -1.2772  0.07
H 5.5419 3.5894 -1.5879  0.06
H 6.8044 3.5582 -2.9983  0.06
Cl -6.0467 -5.8987 0.7481  0.58
C -7.3489 -4.9750 0.0644  -0.72
C -7.5624 -3.6797 0.8837  -0.63
Cl -8.9297 -2.7635 0.1355  0.51
H -8.2937 -5.5103 0.1590  0.06
H -7.1040 -4.9028 -0.9952  0.07
H -6.6731 -3.0498 0.9023  0.07
H -7.8954 -3.9885 1.8746  0.07
Cl -0.6064 -2.8096 -0.0076  0.61
C 0.9039 -2.8165 0.7723  -0.73
C 1.5602 -4.2287 0.6546  -0.66
Cl 2.9512 -4.5279 1.7239  0.53
H 0.6956 -2.5053 1.7960  0.06
H 1.4976 -2.0401 0.2897  0.07
H 1.7403 -4.5129 -0.3822  0.07
H 0.8654 -4.9438 1.0950  0.05
C -4.3445 -2.3678 8.1924  -1.53
Cl -3.1076 -1.9737 9.4176  0.51
Cl -3.5665 -2.7086 6.6489  0.50
Cl -5.5214 -1.0621 7.9117  0.50
H -4.8886 -3.2922 8.3861  0.01

=====

No. 3
This record from the OMol25 dataset describes C29H58AuO6P2Sb as an isolated structure in a non-equilibrium geometry. The level of theory is ωB97M-V with the def2-TZVPD basis set.

For the HOMO energy (spin up / spin down), the calculation gives -13.345 / -14.216 eV. The value obtained for the energy above the lowest of the compared OMol25 structures with the same formula, charge and spin is 0.0 kcal/mol. Its spin multiplicity is 3. Its total charge is +2. For the HOMO-LUMO gap (spin up / spin down), the calculation gives 8.591 / 5.660 eV.

Each line ends with the Löwdin charge.
Element x y z (Å)
Au -9.9464 4.4122 14.6736  0.91
C -7.1309 7.7637 12.5558  -0.03
C -7.8485 7.4824 11.2313  -0.31
C -7.6341 8.5448 10.1440  -0.03
O -9.3929 7.5751 11.5511  -0.23
P -10.2558 6.2455 11.7160  0.46
O -9.7517 5.3099 12.7770  -0.43
C -11.8751 6.9098 12.0398  -0.22
P -13.2539 5.8163 12.5222  0.51
O -13.0105 4.8629 13.6615  -0.32
O -14.3879 6.9204 12.7573  -0.23
C -15.6558 6.7449 13.5703  -0.41
C -16.5474 7.8633 13.0762  -0.04
C -15.2897 6.8163 14.9945  -0.06
O -13.6961 5.1220 11.1310  -0.22
C -15.0709 4.8192 10.6952  -0.41
C -15.1209 5.3200 9.2480  -0.04
C -15.1920 3.3088 10.6994  -0.04
O -10.2500 5.3739 10.4013  -0.17
C -10.1943 5.8920 8.9767  -0.35
C -11.6105 5.8047 8.3323  -0.03
C -9.2592 4.9495 8.2366  -0.03
H -6.1209 7.4043 12.4811  0.09
H -7.5388 7.2058 13.4250  0.06
H -7.1401 8.7839 12.8703  0.07
H -7.7315 6.4823 10.7783  0.14
H -8.1344 9.4607 10.4890  0.09
H -8.0586 8.2078 9.2060  0.07
H -6.5769 8.7244 9.9948  0.09
H -12.1451 7.5368 11.1706  0.10
H -11.7492 7.5402 12.9360  0.07
H -16.1368 5.8033 13.2624  0.14
H -16.1265 8.8208 13.4230  0.09
H -17.5519 7.8322 13.4578  0.09
H -16.5891 7.9660 11.9750  0.10
H -15.0599 7.8307 15.3037  0.08
H -14.4028 6.1398 15.2234  0.09
H -16.1097 6.4424 15.5987  0.09
H -15.8265 5.3877 11.2928  0.13
H -14.4293 4.7654 8.6376  0.07
H -14.9124 6.3944 9.2243  0.08
H -16.1427 5.2197 8.8798  0.09
H -14.4408 2.8600 10.0298  0.10
H -16.1980 2.9148 10.4865  0.10
H -14.9244 3.0262 11.7175  0.08
H -9.8879 6.9403 8.9423  0.12
H -12.0118 4.7944 8.2911  0.09
H -11.5939 6.2063 7.3267  0.09
H -12.2529 6.4802 8.8979  0.06
H -9.3220 3.9341 8.6040  0.10
H -8.2222 5.2979 8.3547  0.08
H -9.4131 4.9522 7.1893  0.08
C -8.1720 9.1055 18.2247  -0.12
C -8.3895 8.8126 16.7564  -0.51
C -8.2461 7.3492 16.4373  -0.18
Sb -10.4704 9.4301 16.0895  1.70
C -11.3252 10.2080 18.0370  -0.52
C -12.5267 11.0920 17.8291  -0.13
C -11.6516 9.0481 18.9426  -0.16
C -9.9088 11.2101 14.7842  -0.50
C -11.1991 11.7412 14.2041  -0.18
C -9.1409 12.2001 15.7042  -0.10
H -7.2265 8.7072 18.5030  0.08
H -8.9123 8.6578 18.8729  0.06
H -8.1677 10.1842 18.4373  0.09
H -7.8165 9.4549 16.0598  0.09
H -8.9622 6.7751 17.0475  0.06
H -7.2415 7.0095 16.6644  0.09
H -8.4009 7.0794 15.3596  0.04
H -10.4371 10.7078 18.3747  0.07
H -13.3803 10.5585 17.4427  0.08
H -12.2703 11.9512 17.2111  0.06
H -12.7899 11.4852 18.8393  0.11
H -12.5004 8.4707 18.6219  0.07
H -11.9725 9.4059 19.9400  0.11
H -10.8384 8.2677 19.0905  0.08
H -9.2653 10.7204 14.0131  0.09
H -11.9409 12.1729 14.9261  0.08
H -11.8146 10.9673 13.6548  0.08
H -10.9949 12.5032 13.4490  0.09
H -9.8545 12.7751 16.3352  0.10
H -8.6360 12.8761 15.0531  0.08
H -8.3741 11.7372 16.3284  0.06
C -9.9909 3.4238 16.3989  -0.26
C -11.2430 3.5491 17.0667  -0.32
C -12.2187 2.5511 16.8169  -0.01
C -13.3813 2.5535 17.5758  -0.04
C -13.6335 3.6155 18.4674  -0.05
C -12.7502 4.6612 18.6258  -0.06
C -11.4971 4.5911 17.9819  -0.01
H -9.5946 2.3934 16.1744  0.10
H -9.1725 3.9417 16.9373  0.06
H -12.0291 1.7395 16.1054  0.13
H -14.1119 1.7279 17.5555  0.13
H -14.5909 3.5884 19.0182  0.13
H -12.9572 5.4420 19.3437  0.11
H -10.7866 5.4225 18.0886  0.10

=====

No. 4
This record from the OMol25 dataset describes a 3-piece molecular cluster, C29H58BINO17P overall in a non-equilibrium geometry. The level of theory is ωB97M-V with the def2-TZVPD basis set.

For the HOMO energy, the calculation gives -8.907 eV. For the HOMO-LUMO gap, the calculation gives 9.040 eV. The SMILES is CCOCCO[C@](CCO)(CNC)O[C@H](OCC)[C@H](O[C@](I)(CP(=O)(O)O)[C@H](C)CC)B(O)OCC.C[C@@H]1COC(=O)O1.C[C@@H]1COC(=O)O1.

Each line ends with the Löwdin charge.
Element x y z (Å)
C 4.9484 -4.0760 2.8528  -0.06
C 4.6453 -4.7816 1.5336  -0.27
O 4.2026 -3.8562 0.5551  -0.15
C 2.8026 -3.7996 0.3992  -0.18
C 2.4228 -2.3951 -0.0104  -0.17
O 1.1667 -2.4781 -0.6366  -0.04
C 0.4715 -1.3058 -0.9794  -0.40
C 0.0903 -1.4464 -2.4761  -0.06
C 0.8029 -2.5089 -3.2788  -0.24
O 2.2005 -2.3030 -3.4501  -0.06
C 1.2325 0.0055 -0.7583  -0.14
N 2.3410 0.2075 -1.6756  -0.08
C 3.4114 1.0239 -1.1010  -0.11
O -0.7969 -1.2775 -0.3054  -0.02
C -0.8571 -0.9703 1.0512  -0.31
O -0.3109 -1.9847 1.8742  -0.09
C 0.5143 -1.5124 2.9191  -0.25
C -0.2129 -0.9787 4.1533  -0.06
C -2.3149 -0.6539 1.3703  -0.14
O -3.2812 -1.4695 0.7273  -0.11
C -3.5540 -2.7909 1.0802  -0.73
I -3.4257 -3.2014 3.2528  1.01
C -2.5752 -3.7802 0.4557  -0.22
P -2.4874 -3.8181 -1.3459  0.44
O -3.4555 -4.6881 -2.0141  -0.25
O -1.0018 -4.3258 -1.6537  -0.11
O -2.5062 -2.3448 -1.8937  -0.13
C -5.0640 -3.0411 0.7531  -0.37
C -5.4323 -4.5204 0.7590  -0.10
C -5.5646 -2.2528 -0.4848  -0.19
C -6.4914 -3.0115 -1.4309  -0.10
B -2.6515 0.8421 0.8572  -0.56
O -3.7078 1.5141 1.4565  0.17
O -1.9264 1.4371 -0.1167  0.09
C -1.7633 2.8558 -0.0638  -0.20
C -0.8803 3.3089 1.0948  -0.04
H 4.7349 -4.6993 3.7124  0.07
H 4.3604 -3.1638 2.8800  0.07
H 5.9889 -3.7702 2.8647  0.07
H 3.9142 -5.5740 1.6912  0.11
H 5.5341 -5.2520 1.1245  0.11
H 2.4140 -4.5373 -0.3051  0.13
H 2.3249 -4.0057 1.3613  0.12
H 2.4288 -1.7807 0.8847  0.11
H 3.1969 -2.0119 -0.6762  0.13
H -0.9553 -1.7502 -2.5011  0.08
H 0.1236 -0.4814 -2.9720  0.13
H 0.5843 -3.4923 -2.8779  0.09
H 0.3517 -2.4886 -4.2730  0.12
H 2.6533 -3.0712 -3.0973  0.08
H 0.4710 0.7774 -0.8929  0.13
H 1.5734 0.1393 0.2625  0.11
H 1.9987 0.7006 -2.4860  0.11
H 4.3367 0.9015 -1.6589  0.06
H 3.6088 0.7210 -0.0790  0.08
H 3.1512 2.0847 -1.1398  0.08
H -0.3181 -0.0527 1.3011  0.14
H 1.1207 -2.3610 3.2218  0.12
H 1.2121 -0.7462 2.5734  0.11
H 0.3312 -1.2837 5.0419  0.08
H -0.2333 0.1089 4.1731  0.07
H -1.2260 -1.3498 4.2305  0.01
H -2.4521 -0.5778 2.4466  0.11
H -1.5612 -3.5697 0.7950  0.08
H -2.7865 -4.7919 0.7769  0.09
H -1.0849 -5.2646 -1.8663  0.10
H -2.2643 -1.6938 -1.2097  0.07
H -5.5857 -2.6137 1.6022  0.09
H -4.9458 -5.0639 1.5622  0.04
H -6.5000 -4.5969 0.9433  0.09
H -5.2393 -5.0120 -0.1856  0.06
H -6.1373 -1.4056 -0.1173  0.11
H -4.7709 -1.8375 -1.0870  0.09
H -6.0189 -3.9074 -1.8132  0.06
H -7.4467 -3.2513 -0.9730  0.07
H -6.6882 -2.3893 -2.3001  0.07
H -3.4618 1.9367 2.2852  0.12
H -2.7144 3.3776 -0.0329  0.12
H -1.2961 3.1409 -1.0006  0.12
H -0.5833 2.4910 1.7486  0.08
H 0.0313 3.7880 0.7568  0.08
H -1.3938 4.0364 1.7137  0.05
C 7.4490 1.8179 -4.7113  -0.02
C 6.9219 2.5361 -3.4969  -0.33
C 5.6151 3.2711 -3.6834  -0.10
O 5.7036 4.2919 -2.6802  0.06
C 7.0219 4.5577 -2.4853  -0.56
O 7.4417 5.4742 -1.8613  0.17
O 7.7845 3.6241 -3.1090  0.08
H 8.4787 1.5027 -4.5493  0.09
H 6.8431 0.9370 -4.9212  0.09
H 7.4379 2.4701 -5.5854  0.09
H 6.8596 1.8492 -2.6477  0.15
H 4.7401 2.6468 -3.5207  0.12
H 5.5429 3.7563 -4.6595  0.14
C -3.6262 8.1924 0.6600  -0.02
C -3.3902 7.3635 1.8950  -0.33
C -3.3106 8.1268 3.1975  -0.09
O -2.4930 7.2602 3.9986  0.07
C -1.6883 6.5672 3.1582  -0.57
O -0.7663 5.8997 3.4959  0.16
O -2.0875 6.7422 1.8725  0.07
H -3.4574 7.5972 -0.2363  0.09
H -4.6506 8.5629 0.6444  0.09
H -2.9435 9.0420 0.6240  0.09
H -4.1324 6.5628 1.9635  0.16
H -4.2741 8.2876 3.6730  0.14
H -2.7922 9.0815 3.0864  0.14